(1)
194
Properties=species:S:1:pos:R:3:lowdin_charge:R:1 method="wB97M-V/def2-TZVPD" relative_energy_ev=0.0000 orbital_gap_ev=8.450 spin_multiplicity=1 smiles=CCN(CC)CC.CCN(CC)CC.CCN(CC)CC.CCN(CC)CC.CCN(CC)CC.CCN(CC)CC.CCN(CC)CC.BrCCBr.BrCCBr.BrCCBr.BrCCBr.BrCCBr
C -5.743 4.164 -3.470 -0.079
C -5.447 3.900 -2.018 -0.313
N -6.013 2.702 -1.583 -0.184
C -5.361 1.564 -2.183 -0.254
C -3.845 1.447 -2.243 -0.076
C -6.036 2.502 -0.152 -0.247
C -6.984 1.376 0.259 -0.089
H -5.206 3.442 -4.119 0.055
H -5.365 5.148 -3.880 0.094
H -6.803 4.201 -3.645 0.074
H -4.367 3.963 -1.779 0.117
H -5.857 4.735 -1.486 0.109
H -5.766 0.696 -1.662 0.093
H -5.604 1.435 -3.227 0.109
H -3.315 1.406 -1.277 0.067
H -3.615 0.476 -2.720 0.066
H -3.386 2.260 -2.848 0.060
H -6.348 3.486 0.310 0.136
H -5.100 2.241 0.313 0.085
H -6.503 0.405 0.185 0.055
H -7.823 1.321 -0.371 0.056
H -7.447 1.604 1.248 0.086
C 4.302 2.956 6.377 -0.098
C 3.290 2.296 5.536 -0.318
N 2.440 3.258 4.881 -0.177
C 3.266 4.033 3.889 -0.202
C 4.071 3.179 2.916 -0.085
C 1.204 2.696 4.354 -0.244
C 0.051 3.733 4.149 -0.052
H 4.726 2.214 7.107 0.092
H 3.972 3.744 7.004 0.065
H 5.117 3.399 5.769 0.079
H 3.763 1.629 4.817 0.046
H 2.590 1.709 6.115 0.115
H 2.568 4.743 3.377 0.120
H 3.994 4.602 4.465 0.095
H 4.914 2.622 3.326 0.066
H 3.418 2.444 2.470 0.047
H 4.467 3.805 2.163 0.053
H 0.874 2.004 5.107 0.098
H 1.294 2.054 3.508 0.078
H -0.026 4.342 3.275 0.028
H 0.050 4.363 5.032 0.068
H -0.945 3.144 4.284 0.072
C -1.858 0.900 2.292 -0.070
C -3.021 1.502 3.061 -0.291
N -3.844 0.633 3.856 -0.176
C -4.383 1.317 5.049 -0.263
C -3.609 1.023 6.309 -0.078
C -4.850 -0.014 3.049 -0.271
C -5.198 -1.424 3.523 -0.075
H -1.535 1.793 1.679 0.076
H -2.113 0.057 1.640 0.048
H -1.001 0.649 2.974 0.079
H -2.638 2.375 3.615 0.090
H -3.666 1.975 2.283 0.105
H -4.490 2.378 4.831 0.115
H -5.400 0.972 5.167 0.102
H -4.168 1.455 7.111 0.060
H -3.379 -0.034 6.467 0.075
H -2.625 1.545 6.142 0.082
H -4.572 -0.083 2.020 0.073
H -5.756 0.598 3.019 0.107
H -5.399 -1.488 4.614 0.075
H -4.405 -2.159 3.266 0.076
H -6.141 -1.798 3.176 0.054
C -1.869 4.978 0.973 -0.076
C -0.620 4.798 0.132 -0.275
N 0.416 5.790 0.433 -0.174
C 0.044 7.140 -0.029 -0.245
C -0.071 7.249 -1.558 -0.076
C 1.666 5.219 -0.145 -0.258
C 2.808 6.247 -0.050 -0.085
H -1.709 4.999 2.038 0.050
H -2.631 4.204 0.780 0.064
H -2.366 5.938 0.747 0.070
H -0.158 3.799 0.215 0.092
H -0.912 4.926 -0.921 0.090
H 0.757 7.834 0.441 0.111
H -0.933 7.449 0.377 0.103
H -0.396 8.254 -1.726 0.059
H -0.740 6.521 -2.029 0.061
H 1.003 7.112 -1.960 0.088
H 1.944 4.454 0.541 0.084
H 1.580 4.787 -1.162 0.118
H 2.766 6.630 0.955 0.069
H 3.698 5.619 -0.216 0.076
H 2.749 7.044 -0.794 0.060
C 2.357 -6.742 -1.316 -0.085
C 2.898 -7.030 -2.745 -0.246
N 3.271 -5.803 -3.438 -0.210
C 3.949 -6.063 -4.678 -0.274
C 3.065 -6.631 -5.799 -0.071
C 4.152 -4.977 -2.583 -0.218
C 4.593 -3.650 -3.237 -0.066
H 1.480 -6.148 -1.481 0.051
H 3.081 -6.312 -0.649 0.037
H 1.931 -7.678 -0.912 0.084
H 3.811 -7.701 -2.747 0.128
H 2.130 -7.586 -3.321 0.093
H 4.418 -5.111 -4.966 0.101
H 4.771 -6.709 -4.635 0.094
H 3.673 -6.839 -6.707 0.076
H 2.552 -7.572 -5.498 0.069
H 2.256 -5.937 -6.200 0.072
H 5.015 -5.583 -2.426 0.115
H 3.576 -4.730 -1.713 0.069
H 5.354 -3.848 -3.944 0.050
H 5.024 -3.121 -2.387 0.052
H 3.851 -3.077 -3.732 0.039
C -1.399 -4.310 0.626 -0.089
C -2.280 -4.476 -0.601 -0.317
N -2.228 -3.456 -1.530 -0.202
C -2.318 -2.127 -1.050 -0.251
C -3.669 -1.715 -0.402 -0.059
C -3.191 -3.792 -2.651 -0.238
C -3.377 -2.763 -3.695 -0.098
H -1.661 -3.392 1.185 0.076
H -0.323 -4.355 0.492 0.046
H -1.549 -5.191 1.336 0.093
H -1.999 -5.452 -1.053 0.121
H -3.354 -4.676 -0.236 0.130
H -1.551 -2.108 -0.299 0.086
H -2.084 -1.427 -1.899 0.115
H -4.487 -1.451 -1.089 0.061
H -4.044 -2.513 0.288 0.082
H -3.494 -0.809 0.225 0.046
H -4.117 -4.089 -2.194 0.105
H -2.876 -4.715 -3.133 0.069
H -3.901 -1.876 -3.381 0.044
H -3.961 -3.234 -4.552 0.112
H -2.439 -2.336 -4.056 0.059
C 2.506 -0.889 2.372 -0.058
C 2.771 -0.273 1.030 -0.283
N 1.640 -0.324 0.116 -0.150
C 1.280 1.025 -0.391 -0.225
C -0.108 1.139 -1.069 -0.099
C 1.875 -1.316 -0.997 -0.229
C 1.949 -2.716 -0.399 -0.085
H 3.274 -0.684 3.062 0.006
H 2.381 -1.942 2.246 0.031
H 1.563 -0.446 2.815 0.096
H 3.129 0.736 1.145 0.083
H 3.622 -0.746 0.534 0.077
H 1.378 1.621 0.532 0.100
H 2.008 1.463 -1.135 0.119
H -0.164 0.583 -1.983 0.040
H -0.894 0.690 -0.387 0.069
H -0.318 2.176 -1.197 0.008
H 2.832 -1.094 -1.517 0.099
H 1.112 -1.156 -1.749 0.042
H 3.047 -2.841 -0.163 0.061
H 1.631 -3.468 -1.142 0.069
H 1.368 -2.786 0.436 0.006
Br 6.111 -2.678 0.721 0.668
C 6.307 -1.288 2.058 -0.704
C 6.005 -1.947 3.372 -0.676
Br 5.599 -0.602 4.743 0.665
H 5.604 -0.494 1.899 -0.005
H 7.285 -0.875 1.939 0.045
H 6.801 -2.522 3.742 0.037
H 5.080 -2.543 3.338 0.040
Br 1.827 -3.496 5.952 0.589
C 0.929 -4.866 4.858 -0.652
C 0.880 -4.561 3.374 -0.656
Br 2.449 -5.175 2.354 0.636
H -0.057 -4.757 5.305 0.044
H 1.343 -5.851 5.002 0.051
H 0.748 -3.537 3.176 0.022
H 0.048 -5.068 2.903 0.029
Br 6.391 1.402 -0.412 0.616
C 5.550 0.493 -1.999 -0.595
C 5.061 1.594 -2.914 -0.710
Br 4.100 1.026 -4.516 0.604
H 4.771 -0.039 -1.488 0.004
H 6.322 -0.155 -2.382 0.055
H 5.872 2.260 -3.203 0.056
H 4.342 2.035 -2.268 0.014
Br -0.269 3.202 -4.125 0.616
C -1.255 2.169 -5.500 -0.635
C -2.374 3.186 -5.898 -0.707
Br -3.433 2.267 -7.246 0.618
H -1.643 1.249 -5.008 0.059
H -0.587 1.916 -6.323 0.054
H -1.965 4.045 -6.346 0.029
H -2.992 3.390 -5.054 0.006
Br 0.869 -2.340 -4.356 0.667
C 0.379 -4.138 -3.837 -0.707
C -0.361 -4.828 -5.002 -0.670
Br -0.889 -6.556 -4.322 0.662
H -0.307 -4.004 -2.963 0.034
H 1.305 -4.758 -3.606 0.044
H 0.263 -4.998 -5.835 0.015
H -1.335 -4.407 -5.270 0.039



(2)
24
Properties=species:S:1:pos:R:3:lowdin_charge:R:1 method="wB97M-V/def2-TZVPD" relative_energy_ev=4.5763 orbital_gap_ev="7.338 / 7.302" spin_multiplicity=1
C 1.470 -0.235 -1.644 -0.137
C 2.552 -0.756 0.393 -0.181
C -2.454 0.723 0.070 -0.188
C -1.454 -1.392 -0.461 -0.159
N -0.564 2.959 -0.746 0.047
N 0.182 -0.143 2.161 -0.163
N 1.283 -0.455 -0.208 -0.440
N -1.273 -0.042 -0.128 -0.472
P 0.114 0.585 0.508 0.870
H 1.623 -1.192 -2.025 0.064
H 0.516 0.028 -2.041 0.051
H 2.195 0.557 -1.870 0.091
H 2.408 -1.128 1.440 0.062
H 3.069 -1.516 -0.217 0.076
H 3.324 0.229 0.542 0.129
H -2.813 0.667 1.208 0.113
H -2.231 1.761 -0.258 0.020
H -3.316 0.445 -0.456 0.052
H -1.570 -1.379 -1.586 0.096
H -0.549 -1.869 0.071 0.098
H -2.412 -1.899 -0.097 0.097
H -0.219 3.592 -0.116 -0.166
H -0.705 0.228 2.632 0.044
H 0.824 0.236 2.826 -0.002